Here is 2 unconnected molecules or ions with the total composition C4H7ClO in a non-equilibrium geometry from the OMol25 dataset. Energies are from ωB97M-V/def2-TZVPD.

Properties
energy above the lowest of the compared OMol25 structures with the same formula, charge and spin = 8.15 kcal/mol
E_HOMO (spin up / spin down) = -0.2725 / -0.3519 Eh
strongest force on any atom = 3.047 eV/A
LUMO energy (spin up / spin down) = 0.8 / -1.8 eV
spin multiplicity = 3
Kohn-Sham gap (spin up / spin down) = 8.3 / 7.8 eV

XYZ file:
```
13
Properties=species:S:1:pos:R:3:mulliken_spin:R:1
C 1.828 1.588 0.026 -0.09
C 2.008 0.310 0.027 0.86
C -1.855 -0.388 -0.527 -0.01
C -0.753 -0.923 0.451 0.00
O -0.043 -0.077 1.167 0.84
Cl 2.784 -1.082 -0.232 0.13
H 2.651 2.248 -0.041 0.05
H 0.819 2.000 0.363 0.05
H -1.358 0.521 -1.063 0.00
H -2.226 -1.193 -1.181 0.00
H -2.590 0.105 0.085 0.00
H -0.009 -1.489 -0.190 0.07
H -1.256 -1.620 1.117 0.08
```

***

Here is a molecular structure, C4H7ClO2S in a non-equilibrium geometry from the OMol25 dataset. Energies are from ωB97M-V/def2-TZVPD.

Properties
energy above the lowest of the compared OMol25 structures with the same formula, charge and spin = 63.11 kcal/mol
E_HOMO = -0.3428 Eh
strongest force on any atom = 3.820 eV/A
LUMO energy = -0.3 eV
Kohn-Sham gap = 9.1 eV

XYZ file:
```
15
Properties=species:S:1:pos:R:3:lowdin_charge:R:1
C 2.120 -1.165 0.098 -0.01
C 1.029 -1.555 -0.501 -0.20
C -0.319 1.708 0.415 -0.22
C -1.243 1.154 -0.564 -0.66
O -0.668 -0.864 1.474 -0.38
O -1.684 -1.851 -0.522 -0.39
S -0.696 -0.967 0.018 0.64
Cl -2.915 0.880 -0.112 0.64
H 3.092 -1.353 -0.308 0.07
H 1.967 -0.601 0.970 0.05
H 0.829 -2.139 -1.450 0.10
H -0.216 2.828 0.332 0.10
H 0.639 1.168 0.288 0.05
H -0.686 1.437 1.521 0.13
H -1.251 1.318 -1.660 0.09
```

***

Here is C4H7ClS in the gas phase in a non-equilibrium geometry from the OMol25 dataset. Energies are from ωB97M-V/def2-TZVPD.

Properties
energy above the lowest of the compared OMol25 structures with the same formula, charge and spin = 59.56 kcal/mol
E_HOMO = -0.3293 Eh
strongest force on any atom = 4.084 eV/A
LUMO energy = 0.8 eV
structure (SMILES) = S[C@H]1CC[C@H]1Cl
Kohn-Sham gap = 9.7 eV

XYZ file:
```
13
Properties=species:S:1:pos:R:3:lowdin_charge:R:1
S 0.355 -0.882 1.422 0.67
C -0.714 -0.797 -0.028 -0.79
C -2.054 -0.091 -0.130 -0.19
C -1.219 1.208 -0.450 -0.20
C -0.054 0.269 -0.904 -0.73
Cl 1.708 0.622 -0.710 0.56
H -0.820 -1.291 2.209 -0.05
H -0.996 -1.830 -0.422 0.11
H -2.448 -0.444 -1.211 0.14
H -2.974 0.020 0.640 0.15
H -1.019 2.088 0.311 0.15
H -1.666 1.547 -1.321 0.06
H -0.553 -0.089 -1.815 0.11
```

***

Here is C4H7ClS in the gas phase in a non-equilibrium geometry from the OMol25 dataset. Energies are from ωB97M-V/def2-TZVPD.

Properties
energy above the lowest of the compared OMol25 structures with the same formula, charge and spin = 24.40 kcal/mol
E_HOMO = -0.3292 Eh
strongest force on any atom = 3.899 eV/A
LUMO energy = 0.2 eV
structure (SMILES) = C[C@@H]1C[C@H]1SCl
Kohn-Sham gap = 9.1 eV

XYZ file:
```
13
Properties=species:S:1:pos:R:3:lowdin_charge:R:1
C -0.341 -1.154 -0.045 -0.06
C 0.672 -0.138 0.388 -0.42
C 0.361 1.347 0.307 -0.14
C 1.342 0.706 -0.608 -0.53
S 3.106 1.046 0.116 0.44
Cl 3.685 -0.934 -0.014 0.10
H -1.167 -0.730 -0.619 0.09
H -0.867 -1.432 0.853 0.07
H 0.117 -2.031 -0.431 0.07
H 1.304 -0.502 1.203 0.10
H -0.517 1.747 -0.095 0.08
H 0.748 2.102 0.992 0.09
H 1.493 0.602 -1.676 0.10
```

***

Here is C4H7ClS2 in the gas phase in a non-equilibrium geometry from the OMol25 dataset. Energies are from ωB97M-V/def2-TZVPD.

Properties
energy above the lowest of the compared OMol25 structures with the same formula, charge and spin = 19.09 kcal/mol
E_HOMO = -0.3342 Eh
strongest force on any atom = 2.217 eV/A
LUMO energy = 0.6 eV
structure (SMILES) = C[C@]1(Cl)[C@H](S)[C@@H]1S
Kohn-Sham gap = 9.7 eV

XYZ file:
```
14
Properties=species:S:1:pos:R:3:lowdin_charge:R:1
C 0.453 0.287 1.401 -0.10
C 0.719 -0.062 -0.095 -0.85
Cl 2.437 -0.189 -0.620 0.64
C -0.213 0.582 -1.075 -0.65
S -1.556 1.647 -0.519 0.75
C -0.198 -0.934 -0.864 -0.69
S -1.665 -1.769 -0.306 0.75
H -0.533 -0.031 1.653 0.04
H 1.218 -0.176 2.023 0.07
H 0.486 1.377 1.559 0.07
H 0.341 0.855 -1.984 0.10
H -0.766 2.618 0.008 -0.12
H 0.363 -1.476 -1.644 0.09
H -1.085 -2.730 0.463 -0.11
```

***

Here is a molecular structure, C4H7CrO2 in a non-equilibrium geometry from the OMol25 dataset. Energies are from ωB97M-V/def2-TZVPD.

Properties
energy above the lowest of the compared OMol25 structures with the same formula, charge and spin = 34.70 kcal/mol
E_HOMO (spin up / spin down) = -0.4821 / -0.4821 Eh
strongest force on any atom = 3.076 eV/A
LUMO energy (spin up / spin down) = -5.6 / -5.2 eV
spin multiplicity = 5
Kohn-Sham gap (spin up / spin down) = 7.5 / 7.9 eV
charge = +1

XYZ file:
```
14
Properties=species:S:1:pos:R:3:mulliken_spin:R:1
H -0.132 1.045 -0.250 0.01
O 1.129 1.400 1.583 -0.01
C 0.795 0.235 1.359 0.00
C -0.188 0.015 0.266 0.01
C 0.275 -1.038 -0.751 0.00
C -0.774 -1.308 -1.798 0.00
O -0.548 -1.335 -2.984 0.00
Cr 0.302 3.167 2.003 4.26
H 1.507 -0.567 1.618 0.01
H -1.111 2.845 1.066 -0.27
H -1.076 -0.397 0.786 0.00
H 0.438 -1.996 -0.227 0.00
H 1.209 -0.737 -1.241 0.00
H -1.826 -1.330 -1.429 0.00
```